{
  "formula": "C3H2S2",
  "method": "ωB97M-V/def2-TZVPD",
  "spin_multiplicity": 1,
  "e_above_lowest_kj_mol": 158.5,
  "energy_ha": -911.744718,
  "lumo_energy_ev": [-0.9, -0.9],
  "orbital_gap_ev": [7.22, 7.22],
  "species": ["S", "C", "C", "H", "S", "H", "C"],
  "coordinates": [[4.3127, -0.3502, -0.0218], [1.5458, -0.2616, -0.1986], [0.2632, 0.1390, 0.3064], [-0.7432, 0.0436, -0.3350], [1.5022, 1.4905, -0.0013], [0.1931, 0.1053, 1.3896], [2.7938, -0.5593, 0.2383]],
  "lowdin_charge": [0.73, -0.64, -0.38, 0.13, 0.81, 0.06, -0.72]
}

---

{
  "formula": "C3H2S2",
  "method": "ωB97M-V/def2-TZVPD",
  "spin_multiplicity": 1,
  "e_above_lowest_kj_mol": 207.8,
  "energy_ha": -911.725962,
  "lumo_energy_ev": -0.9,
  "smiles": "C1[C@]23S[C@]12S3",
  "orbital_gap_ev": 8.30,
  "species": ["C", "C", "S", "C", "S", "H", "H"],
  "coordinates": [[-0.3434, -0.1680, -0.8285], [-0.4611, 0.0915, 0.7139], [-1.3523, 1.4489, 0.0261], [0.8535, 0.0403, 0.0428], [-1.2454, -1.4493, 0.1221], [1.2783, 1.0265, -0.1464], [1.2703, -0.9899, 0.0700]],
  "lowdin_charge": [-0.58, -0.96, 0.77, -0.25, 0.82, 0.10, 0.11]
}

---

{
  "formula": "C3H31O13S",
  "method": "ωB97M-V/def2-TZVPD",
  "spin_multiplicity": 1,
  "e_above_lowest_kj_mol": 38.7,
  "energy_ha": -1509.257638,
  "lumo_energy_ev": 2.2,
  "orbital_gap_ev": 9.14,
  "charge": -1,
  "species": ["H", "O", "H", "H", "O", "O", "H", "O", "O", "H", "H", "O", "H", "H", "H", "O", "H", "H", "C", "O", "H", "O", "H", "H", "H", "O", "H", "H", "H", "H", "H", "H", "H", "O", "S", "H", "O", "C", "H", "H", "O", "H", "H", "H", "H", "H", "H", "C"],
  "coordinates": [[-1.8303, -2.4454, -0.9588], [1.6651, -2.4160, 3.1059], [1.5615, -1.6847, -3.9726], [2.1770, 0.9426, 3.7569], [-1.2722, 4.9439, -1.4924], [3.1193, 1.3445, 0.1436], [0.2378, 3.2736, 2.0218], [2.2735, -1.0826, -4.1740], [-3.9122, -0.0139, 3.0932], [-3.0113, -2.4252, -2.3664], [-0.3087, 2.0009, -0.1745], [2.8213, 0.3562, 4.1789], [3.0629, -1.2248, -3.6558], [0.6108, 2.8070, -1.0445], [2.1907, 1.5450, 0.2661], [0.6451, 4.0609, 2.4138], [-0.9778, 4.7567, -2.3856], [0.0614, 0.5577, 2.5059], [-2.0059, -2.2130, -2.0062], [0.6262, 1.1492, 2.0062], [-3.1477, 0.3535, 2.5794], [3.0348, -2.3955, -1.8490], [-1.8217, 0.5901, 0.1473], [0.1295, -2.4866, -3.0587], [-1.6857, -0.2573, -3.1846], [-0.0060, 2.9441, -0.3172], [2.0085, -3.1515, 2.5901], [2.4496, -2.0872, -1.1485], [-0.9846, -0.9233, 1.1465], [-4.2012, -0.6422, 2.4218], [3.9152, -2.2401, -1.4898], [-0.9865, 4.1953, -0.9117], [-2.2846, 1.8011, 1.3669], [-0.6551, 0.3344, -0.2666], [-0.9499, -3.2593, -3.0445], [0.7160, -2.4325, 2.9097], [-2.5057, 0.9178, 1.0589], [-1.7517, -0.7203, -2.2006], [0.5165, 0.9551, 1.0585], [-1.4519, -1.0901, 2.5076], [-0.9326, -1.5942, 1.8602], [-2.5922, -0.2121, -1.7185], [0.1425, -1.2532, -1.3140], [2.2992, -0.4563, 4.2458], [1.3308, 4.2003, 1.7509], [0.1269, 0.3549, -2.1526], [3.4503, 0.9460, 0.9518], [-0.4122, -0.3203, -1.4818]],
  "lowdin_charge": [0.07, -0.06, -0.02, 0.01, -0.10, -0.05, -0.02, -0.07, -0.12, 0.06, 0.02, -0.08, 0.01, 0.07, -0.01, -0.08, 0.01, 0.04, -0.55, -0.06, -0.02, -0.05, 0.03, -0.20, 0.11, -0.07, 0.03, 0.04, 0.01, 0.02, 0.05, -0.01, 0.02, -0.33, 0.72, 0.01, -0.22, -0.23, 0.00, 0.03, -0.07, 0.11, 0.08, 0.00, 0.02, 0.11, 0.04, -0.28]
}

---

{
  "formula": "C3H32N2O15",
  "method": "ωB97M-V/def2-TZVPD",
  "s_squared": 0.755,
  "spin_multiplicity": 2,
  "e_above_lowest_kj_mol": 114.8,
  "energy_ha": -1371.271282,
  "lumo_energy_ev": [-4.1, -9.5],
  "orbital_gap_ev": [9.14, 3.74],
  "charge": 1,
  "species": ["C", "C", "O", "O", "H", "H", "H", "O", "H", "O", "H", "H", "H", "O", "H", "H", "H", "O", "O", "H", "H", "H", "H", "H", "O", "H", "H", "H", "H", "N", "H", "N", "O", "H", "O", "H", "H", "O", "H", "H", "O", "H", "H", "H", "O", "C", "O", "H", "O", "H", "H", "H"],
  "coordinates": [[2.7705, -0.9065, -2.2848], [0.2218, 0.8285, -2.0111], [-0.6768, 1.5714, -2.2883], [3.6132, 1.1870, -3.0576], [-2.3080, 4.5029, -1.6622], [-3.5590, 1.4367, 1.9891], [-1.3662, -1.7771, 2.8739], [2.7254, 0.4511, 2.2378], [0.7257, 2.6851, -0.0643], [-1.0430, 2.9232, 0.3043], [-1.5888, 4.0543, -2.8048], [0.1270, -2.1305, 2.5917], [-3.4992, -1.3423, -2.1263], [1.8080, -2.0757, 1.4668], [-0.6054, -4.5631, 1.7347], [-1.8099, 2.8437, 0.8962], [-3.7701, -0.9968, 0.1854], [-2.5014, 4.1940, -2.5501], [1.6425, 2.9738, 0.0647], [1.6410, 3.5180, 0.8516], [2.2225, 0.9793, 2.8686], [0.1365, -0.2636, -2.0669], [-4.5582, -1.2000, 1.4808], [4.0260, -2.2466, -1.3207], [-0.9958, -2.8777, -0.4585], [-1.5374, -2.9952, 0.3348], [-0.4138, -3.6493, -0.3906], [2.1989, -2.2742, 0.6232], [2.1351, -1.2747, 1.9329], [3.8121, -1.2474, -1.3954], [-0.9880, -0.7433, -0.4346], [1.5555, 1.2601, -2.1675], [-3.4911, 2.1847, 1.3889], [1.9304, 2.8978, 2.9170], [1.2359, 2.3395, 3.2581], [0.7929, -4.8909, 1.3807], [4.7153, -0.7666, -1.5088], [-3.2583, -1.7489, -1.2788], [0.6307, 2.0838, 2.5573], [2.7185, 0.8878, 1.3829], [-0.1056, -5.1916, 1.1907], [-4.1335, 1.9434, 0.7097], [-2.3400, -1.9997, -1.4993], [-1.1090, 2.3895, -0.4898], [-0.7788, -2.4508, 2.5221], [2.6907, 0.6133, -2.5546], [-0.8163, -0.0268, 0.1810], [1.5997, 2.2446, -2.2809], [-3.8301, -0.6863, 1.1146], [3.0107, -1.2349, -3.3083], [1.8836, -1.4132, -1.9063], [-1.4864, -0.0199, 0.8707]],
  "lowdin_spin": [0.12, 0.00, 0.01, 0.08, 0.00, 0.00, 0.00, 0.00, 0.00, 0.00, 0.00, 0.00, 0.00, 0.01, 0.00, 0.00, 0.00, 0.00, 0.00, 0.00, 0.00, 0.00, 0.00, 0.02, 0.00, 0.00, 0.00, 0.00, 0.00, 0.64, 0.00, 0.01, 0.00, 0.00, 0.00, 0.00, 0.01, 0.00, 0.00, 0.00, 0.00, 0.00, 0.00, 0.00, 0.00, 0.03, 0.00, 0.00, 0.00, 0.06, 0.01, 0.00]
}

---

{
  "formula": "C3H33O13",
  "method": "ωB97M-V/def2-TZVPD",
  "spin_multiplicity": 1,
  "e_above_lowest_kj_mol": 150.2,
  "energy_ha": -1111.888766,
  "lumo_energy_ev": -3.8,
  "orbital_gap_ev": 8.71,
  "charge": 1,
  "species": ["O", "O", "H", "O", "H", "H", "O", "H", "H", "C", "O", "H", "O", "H", "H", "H", "H", "C", "H", "O", "O", "H", "H", "C", "H", "H", "O", "H", "H", "H", "H", "O", "H", "H", "H", "O", "H", "H", "H", "O", "H", "H", "H", "H", "H", "O", "H", "H", "H"],
  "coordinates": [[0.2610, 0.3205, -1.4119], [-1.3827, -3.4121, -0.0849], [1.6450, -1.2108, 0.3569], [0.3933, -2.0552, -2.1646], [3.1518, 2.4734, -1.6162], [-2.5199, 1.7297, 3.9063], [-3.5205, 2.8922, 1.0778], [-3.5673, 1.9661, 1.3679], [-0.3797, 1.5726, -4.1952], [0.7866, 0.6834, -0.1663], [-3.4756, 0.2269, 1.7703], [4.0909, -0.3989, 1.5833], [2.4445, 3.1138, -1.7705], [1.0331, -1.9415, -2.8889], [-4.3216, -0.1455, 2.0452], [1.8369, 1.0149, -0.2335], [-2.1157, -3.0391, -0.5875], [0.9141, -0.5158, 0.7798], [4.3125, -0.6349, -1.8270], [-2.6916, 0.1799, -1.0549], [1.4081, -4.4434, -0.5602], [-1.2064, 1.9546, 3.1666], [-0.1617, 2.6631, -0.0540], [0.0288, 1.7911, 0.5617], [0.5742, -3.9923, -0.3635], [-0.0594, -1.0107, 0.8884], [-2.2626, -2.3245, 2.3463], [-2.9504, 0.5176, -0.1834], [-1.7423, 0.3578, -1.1253], [-2.8382, 3.2883, 1.6276], [-2.6337, -2.8261, 3.0833], [4.9282, -0.0475, 1.9003], [-2.8946, -0.5411, 1.6702], [-1.3356, -2.1923, 2.5900], [1.1918, -0.2091, 1.7887], [-1.9859, 2.4148, 3.4915], [2.8693, -0.3169, -1.4321], [5.5798, -0.7165, 1.6656], [-0.0576, 2.8762, -3.2250], [0.1872, 1.9808, -3.5230], [2.8737, 3.8437, -2.2298], [0.5889, 2.0650, 1.4627], [-0.8404, 1.3430, 1.0598], [-0.4244, -2.5123, -2.4305], [1.7187, -4.0570, -1.3822], [3.5820, -0.0354, -2.0178], [0.1525, -1.0771, -1.7881], [-1.4720, -3.0040, 0.7946], [0.2867, 1.3905, -2.6688]],
  "lowdin_charge": [-0.27, -0.05, 0.07, 0.20, 0.03, 0.05, -0.08, -0.03, 0.17, -0.56, -0.06, 0.01, -0.05, 0.16, 0.09, 0.11, 0.05, -0.04, 0.05, -0.07, -0.05, 0.02, 0.09, -0.04, -0.02, 0.06, -0.04, -0.01, -0.02, 0.01, 0.09, -0.05, 0.02, 0.07, 0.09, -0.04, 0.00, 0.04, 0.18, 0.26, 0.05, 0.09, 0.06, 0.16, 0.01, -0.04, 0.08, 0.00, 0.12]
}

---

What is the formula in the second record?
C3H2S2